ORCA calculation (ωB97M-V/def2-TZVPD) on a cluster of 3 separate species, C12H28NO2S in total.

Structure (XYZ):
```
44
Properties=species:S:1:pos:R:3:nbo_charge:R:1
C -3.439 4.238 1.600 -0.6131
C -1.921 4.062 1.701 -0.4056
C -1.261 2.853 0.977 -0.2132
C -0.252 2.188 1.913 -0.6068
C -2.277 1.857 0.400 -0.3124
C -2.823 2.307 -0.908 0.3235
N -3.064 1.339 -1.702 -0.4066
C -2.741 0.016 -1.117 -0.2446
C -1.780 0.428 0.010 -0.3408
S -1.955 -0.834 1.297 0.0162
H -3.972 3.580 2.285 0.2157
H -3.706 5.257 1.874 0.2436
H -3.842 4.082 0.601 0.1736
H -1.446 4.972 1.342 0.2226
H -1.672 3.982 2.759 0.2212
H -0.685 3.243 0.132 0.2061
H -0.752 1.811 2.804 0.2114
H 0.303 1.386 1.430 0.2087
H 0.476 2.933 2.226 0.2424
H -3.142 1.701 1.054 0.2765
H -2.956 3.343 -1.194 0.2494
H -3.440 1.465 -2.634 0.4496
H -2.260 -0.594 -1.875 0.2499
H -3.650 -0.454 -0.752 0.2417
H -0.764 0.471 -0.379 0.2409
H -1.103 -0.322 2.183 0.1499
C 0.113 -4.540 -0.768 -0.6353
C 1.326 -3.997 -0.040 -0.0637
O 1.498 -2.593 -0.246 -0.7262
H 0.190 -4.340 -1.837 0.2118
H 0.019 -5.616 -0.622 0.2251
H -0.802 -4.069 -0.396 0.1901
H 2.238 -4.457 -0.417 0.1857
H 1.260 -4.213 1.030 0.1607
H 0.714 -2.153 0.091 0.4529
C 4.647 -2.655 -1.847 -0.6405
C 5.879 -2.177 -1.104 -0.0612
O 6.121 -0.786 -1.297 -0.7148
H 4.750 -2.459 -2.915 0.2111
H 4.499 -3.727 -1.704 0.2080
H 3.753 -2.141 -1.490 0.2085
H 6.772 -2.682 -1.470 0.1800
H 5.789 -2.397 -0.034 0.1534
H 5.359 -0.307 -0.964 0.4546
```

M, Da: 250.43
Net charge: +1
Strongest force on any atom, eV/Å: 0.7
Frontier orbital gap, eV: 7.2
HOMO, Ha: -0.4299
Lowest unoccupied orbital energy, hartree: -0.1669

ORCA calculation (ωB97M-V/def2-TZVPD) on a structure of composition C12H28O6Sn at a distorted geometry.

Structure (XYZ):
```
47
Properties=species:S:1:pos:R:3:nbo_charge:R:1
Sn -9.731 12.941 2.051 1.7105
C -8.050 14.142 5.114 -0.2732
O -7.887 13.277 4.003 -0.5975
C -6.588 13.438 3.458 -0.0933
C -6.398 12.768 2.100 -0.1137
O -7.372 13.417 1.259 -0.6257
C -7.359 12.767 -0.057 -0.1157
C -8.178 13.495 -1.118 -0.1035
O -9.531 13.565 -0.683 -0.6142
C -10.479 13.172 -1.736 -0.2654
H -9.020 13.936 5.567 0.2120
H -7.988 15.204 4.874 0.1896
H -7.239 14.124 5.843 0.2125
H -5.848 13.099 4.183 0.2185
H -6.341 14.499 3.425 0.1885
H -6.496 11.686 2.191 0.2144
H -5.358 13.024 1.901 0.2306
H -7.619 11.710 0.007 0.2009
H -6.346 12.769 -0.459 0.2253
H -8.007 12.961 -2.053 0.2276
H -7.836 14.498 -1.373 0.2066
H -11.513 13.233 -1.395 0.2041
H -10.352 12.129 -2.026 0.1988
H -10.456 13.815 -2.616 0.2141
C -12.646 10.538 2.454 -0.2443
O -12.180 11.885 2.134 -0.6559
C -13.061 12.807 1.328 -0.1018
C -12.662 14.305 1.397 -0.1133
O -11.322 14.557 0.867 -0.6260
C -10.939 15.932 1.022 -0.0997
C -9.450 16.103 0.778 -0.1005
O -8.530 15.457 1.681 -0.6110
C -7.164 15.934 1.439 -0.2318
H -13.226 10.674 3.367 0.2135
H -11.732 9.945 2.469 0.2049
H -13.310 10.110 1.702 0.2082
H -14.081 12.722 1.703 0.2267
H -13.219 12.436 0.315 0.2069
H -12.754 14.547 2.456 0.2051
H -13.397 14.956 0.924 0.2356
H -11.205 16.343 1.996 0.2016
H -11.615 16.477 0.364 0.2271
H -9.254 17.165 0.925 0.2145
H -9.290 15.827 -0.264 0.1992
H -7.092 17.001 1.653 0.2092
H -6.946 15.726 0.392 0.1850
H -6.449 15.413 2.075 0.1950
```

M, Da: 387.06
Net charge: +2
Strongest force on any atom, eV/Å: 3.3
Frontier orbital gap, eV: 8.7
HOMO, Ha: -0.6108
Lowest unoccupied orbital energy, hartree: -0.2904
ΔE to the lowest compared entry with this formula, charge and spin, kcal/mol: 25.6

ORCA calculation (ωB97M-V/def2-TZVPD) on a structure of composition C12H29AlN2O4P3 at a distorted geometry.

Structure (XYZ):
```
51
Properties=species:S:1:pos:R:3:nbo_charge:R:1
Al -0.067 0.308 -0.674 1.6897
P -2.035 -0.812 0.393 0.2861
P -0.365 2.611 -0.041 0.2984
N 0.643 -1.572 -0.692 -0.6155
N 1.744 0.725 -1.024 -0.5608
H 2.214 -2.396 -1.926 0.2462
H 3.591 -0.199 -0.831 0.2568
H 2.607 -2.138 -0.192 0.2413
C 2.066 -1.720 -1.060 -0.2482
H 2.878 -0.333 -2.497 0.2551
C 2.666 -0.348 -1.408 -0.2616
H 0.157 -3.594 -0.912 0.2300
H 3.030 2.212 -1.687 0.2480
C -0.194 -2.567 -0.732 0.2695
C 2.034 2.007 -1.250 0.0845
C -1.651 -2.323 -0.777 -0.7156
C 1.135 3.030 -0.907 -0.3400
H -2.279 -3.229 -0.446 0.2880
H 1.433 4.060 -1.079 0.2714
H -1.347 3.428 -0.691 0.1164
H -0.158 3.104 1.290 0.1164
H -3.393 -0.823 0.027 0.0923
H -2.187 -1.650 1.542 0.0849
H 0.409 1.204 -3.914 0.1548
C -0.609 0.888 -3.666 0.1136
C -1.562 2.043 -3.765 -0.5967
C -0.936 -0.201 -4.640 -0.6276
O -0.789 0.525 -2.318 -1.0349
H -1.492 2.580 -4.703 0.2284
H -2.575 1.656 -3.643 0.2182
H -1.441 2.721 -2.921 0.1777
H -0.302 -1.079 -4.561 0.2064
H -1.971 -0.544 -4.613 0.2179
H -0.800 0.213 -5.638 0.2380
H -1.848 -2.211 -1.841 0.3069
C 1.051 -2.110 2.717 -0.2635
O 0.587 -0.758 2.529 -0.8781
P 1.305 0.534 3.389 1.6362
O 1.374 -0.060 4.898 -0.8135
C 0.222 -0.399 5.697 -0.2700
O 0.033 1.546 3.380 -0.8503
C -1.386 1.186 3.296 -0.2462
H 1.739 -2.391 1.907 0.1645
H 0.188 -2.788 2.675 0.1893
H 1.602 -2.262 3.663 0.2255
H -0.391 -1.185 5.242 0.1745
H 0.632 -0.760 6.639 0.2270
H -0.385 0.478 5.926 0.1946
H -1.659 1.080 2.241 0.1438
H -1.607 0.274 3.860 0.2052
H -1.909 2.038 3.740 0.2250
```

M, Da: 385.28
Net charge: +2
Strongest force on any atom, eV/Å: 3.7
Frontier orbital gap (alpha / beta), eV: 8.1 / 5.6
Spin multiplicity: 2
HOMO (alpha / beta), Ha: -0.5474 / -0.5473
Lowest unoccupied orbital energy (alpha / beta), hartree: -0.2492 / -0.3406
ΔE to the lowest compared entry with this formula, charge and spin, kcal/mol: 0.0